A 2-piece molecular cluster, C12H19NO2 overall in a non-equilibrium geometry. Source: the OMol25 dataset; level of theory: ωB97M-V/def2-TZVPD.

```
34
Properties=species:S:1:pos:R:3:nbo_charge:R:1
C 1.496 2.971 -2.150 -0.626
C -0.553 1.959 -1.202 -0.180
C 0.658 2.610 -0.933 -0.058
C -1.178 1.253 -0.166 -0.302
C -0.580 1.201 1.094 0.304
C 1.163 2.640 0.360 -0.194
C 0.560 1.927 1.395 -0.273
O -1.212 0.511 2.101 -0.681
H -1.038 1.980 -2.154 0.209
H -1.766 0.393 -0.475 0.223
H 1.855 4.008 -2.211 0.217
H 0.940 2.832 -3.075 0.213
H 2.026 3.286 0.495 0.215
H -1.810 -0.131 1.693 0.494
H 0.919 1.875 2.408 0.229
H 2.359 2.298 -2.141 0.214
C 0.980 -2.325 1.089 -0.213
C -0.067 -2.564 2.208 -0.606
C 1.434 -1.019 -0.935 -0.413
C -0.950 -1.981 -2.132 -0.728
C -0.827 -1.965 -0.596 0.708
O -1.799 -2.134 0.118 -0.642
N 0.471 -1.782 -0.177 -0.460
H 1.721 -1.731 1.608 0.205
H 1.391 -3.272 0.778 0.185
H 0.406 -2.498 3.180 0.203
H -0.510 -3.554 2.096 0.212
H 1.098 -0.478 -1.820 0.221
H -1.135 -1.004 -2.563 0.233
H -0.732 -1.716 2.229 0.230
H 1.746 -0.212 -0.308 0.211
H 2.292 -1.661 -1.167 0.191
H -0.021 -2.227 -2.645 0.214
H -1.601 -2.834 -2.273 0.246
```

Results
Molecular weight in g mol⁻¹: 209.29
Spin multiplicity: 1
Orbital gap in eV: 9.14
HOMO level in eV: -8.4



A 2-piece molecular cluster, C12H19NO2 overall in a non-equilibrium geometry. Source: the OMol25 dataset; level of theory: ωB97M-V/def2-TZVPD.

```
34
Properties=species:S:1:pos:R:3:nbo_charge:R:1
C 0.830 -1.526 5.002 -0.649
C -1.540 -0.621 1.605 0.299
C -0.163 -0.804 1.442 -0.281
C -2.182 -1.084 2.729 -0.268
C 0.548 -1.170 2.568 -0.222
C -1.441 -1.415 3.859 -0.218
C -0.058 -1.413 3.788 0.035
O -2.311 -0.015 0.645 -0.675
H -1.797 0.052 -0.177 0.482
H 0.258 -0.532 0.483 0.209
H -3.251 -1.246 2.690 0.224
H 1.603 -1.391 2.458 0.206
H -1.978 -1.728 4.749 0.212
H 0.658 -2.502 5.458 0.211
H 0.680 -0.787 5.787 0.221
H 1.882 -1.644 4.721 0.213
C -0.031 1.481 -3.465 -0.240
C -0.159 2.939 -3.006 -0.639
C -0.892 -0.502 -2.440 -0.430
C 2.483 0.780 -1.803 -0.745
C 1.432 -0.111 -2.398 0.723
O 1.534 -1.184 -2.906 -0.543
N 0.124 0.575 -2.299 -0.513
H -0.890 1.334 -4.102 0.212
H 0.813 1.374 -4.161 0.196
H -0.511 3.121 -1.993 0.227
H -1.014 3.389 -3.538 0.207
H -1.042 -0.963 -3.405 0.203
H 3.278 0.434 -1.145 0.253
H 0.623 3.658 -3.264 0.214
H -0.709 -1.295 -1.731 0.209
H -1.821 0.017 -2.162 0.186
H 3.040 1.155 -2.676 0.243
H 2.003 1.622 -1.313 0.239
```

Results
Molecular weight in g mol⁻¹: 209.29
Spin multiplicity: 1
Orbital gap in eV: 9.05
HOMO level in eV: -8.2



C12H19NO2S as an isolated structure in a non-equilibrium geometry. Source: the OMol25 dataset; level of theory: ωB97M-V/def2-TZVPD.

```
35
Properties=species:S:1:pos:R:3:nbo_charge:R:1
C -4.642 -2.039 -0.231 -0.580
C -3.655 -1.013 -0.978 -0.798
H -2.731 -1.337 -1.392 0.281
H -4.270 -0.470 -1.769 0.294
S -3.315 0.026 0.143 2.139
O -2.567 -0.524 1.328 -0.905
O -4.619 0.746 0.904 -0.915
N -2.468 1.342 -0.714 -0.829
H -2.920 2.255 -0.560 0.422
C -0.968 1.276 -0.392 -0.205
C -0.459 0.255 -0.963 -0.454
C 1.023 0.183 -1.122 -0.348
H 1.503 -0.983 -1.664 0.195
H 1.487 1.049 -1.544 0.217
C 1.753 0.088 0.248 -0.430
C 3.183 -0.076 0.393 0.019
C 3.880 -1.464 0.329 -0.192
C 5.176 -1.495 0.219 -0.162
C 6.118 -0.215 -0.080 -0.169
C 5.406 0.983 0.088 -0.213
C 4.019 1.068 0.020 -0.246
H 3.502 2.152 0.258 0.209
H 6.049 1.928 -0.092 0.209
H 7.019 -0.379 0.051 0.172
H 5.656 -2.255 -0.090 0.180
H 3.307 -2.155 0.390 0.172
H 1.357 -0.900 0.963 0.213
H 1.560 1.204 0.845 0.201
H -0.812 -0.832 -0.276 0.192
H -0.747 -0.095 -1.929 0.236
H -0.586 2.315 -0.932 0.184
H -0.807 1.347 0.560 0.210
H -5.534 -1.509 0.131 0.260
H -5.042 -2.920 -1.052 0.213
H -4.179 -2.590 0.493 0.226
```

Results
Molecular weight in g mol⁻¹: 241.36
Spin multiplicity: 1
Orbital gap in eV: 8.98
HOMO level in eV: -8.6



C12H20AlF5NO8S as an isolated structure in a non-equilibrium geometry. Source: the OMol25 dataset; level of theory: ωB97M-V/def2-TZVPD.

```
48
Properties=species:S:1:pos:R:3:nbo_charge:R:1
C 2.823 -1.489 1.655 -0.302
C 1.717 -1.033 1.536 -0.507
Al -0.131 -0.387 1.438 1.271
N -0.266 1.273 0.623 -1.380
S -1.161 -1.983 -0.027 1.624
O -0.446 -3.245 0.067 -0.960
O -1.301 -1.448 -1.378 -0.994
C -2.917 -2.501 0.456 0.366
F -3.527 -3.068 -0.606 -0.312
F -2.839 -3.428 1.439 -0.315
C -3.813 -1.346 0.973 0.909
F -3.636 -1.157 2.283 -0.303
F -5.112 -1.630 0.770 -0.320
F -3.534 -0.202 0.339 -0.307
H 3.676 -2.090 1.860 0.206
H -0.841 -0.398 2.865 -0.399
H -0.977 1.823 1.093 0.357
H -0.622 1.165 -0.324 0.368
C -3.317 0.178 -8.711 -0.637
C -4.009 -0.708 -7.696 -0.069
O -3.078 -1.516 -6.971 -0.504
C -2.430 -0.882 -5.980 0.982
O -2.598 0.269 -5.672 -0.654
O -1.595 -1.738 -5.424 -0.493
C -0.794 -1.205 -4.347 -0.256
H -2.690 -0.422 -9.372 0.207
H -4.055 0.708 -9.314 0.208
H -2.684 0.911 -8.215 0.228
H -4.667 -1.418 -8.195 0.181
H -4.607 -0.121 -7.001 0.195
H -1.413 -0.738 -3.593 0.228
H -0.075 -0.491 -4.749 0.174
H -0.276 -2.048 -3.909 0.209
C 2.841 3.924 6.295 -0.638
C 2.619 2.458 6.600 -0.069
O 3.076 1.620 5.532 -0.480
C 4.385 1.405 5.486 0.984
O 5.204 1.819 6.270 -0.668
O 4.638 0.644 4.428 -0.478
C 6.018 0.363 4.206 -0.253
H 2.385 4.183 5.339 0.218
H 2.395 4.541 7.076 0.209
H 3.904 4.153 6.238 0.221
H 1.556 2.241 6.686 0.193
H 3.104 2.165 7.531 0.189
H 6.482 -0.045 5.102 0.190
H 6.543 1.265 3.895 0.184
H 6.046 -0.370 3.407 0.199
```

Results
Molecular weight in g mol⁻¹: 460.33
Spin multiplicity: 1
Orbital gap in eV: 8.50
Net charge: -1
HOMO level in eV: -5.8



C12H20AsMoS4Sb2 as an isolated structure. Source: the OMol25 dataset; level of theory: ωB97M-V/def2-TZVPD.

```
40
Properties=species:S:1:pos:R:3:nbo_charge:R:1
Mo -0.182 0.976 0.583 -0.417
C 3.098 -0.067 -1.465 -0.972
Sb 2.533 0.703 0.420 1.355
C 3.732 2.431 0.609 -0.978
C 3.415 -0.672 1.803 -0.742
C 3.576 -0.048 3.162 -0.065
C 4.739 0.680 3.418 -0.197
C 4.961 1.294 4.638 -0.195
C 4.011 1.179 5.643 -0.196
C 2.859 0.450 5.407 -0.198
C 2.617 -0.165 4.177 -0.054
C 1.332 -0.927 4.010 -0.740
Sb -0.226 0.338 3.270 1.338
C -2.002 -0.652 3.848 -0.969
C -0.132 1.998 4.574 -0.978
H 4.179 -0.018 -1.583 0.246
H 2.612 0.519 -2.242 0.256
H 2.763 -1.100 -1.535 0.250
H 4.777 2.159 0.480 0.247
H 3.590 2.885 1.587 0.253
H 3.441 3.137 -0.167 0.253
H 4.384 -0.955 1.390 0.253
H 2.781 -1.557 1.797 0.242
H 5.496 0.746 2.644 0.213
H 5.877 1.844 4.808 0.230
H 4.174 1.638 6.608 0.230
H 2.129 0.338 6.201 0.214
H 0.981 -1.295 4.974 0.252
H 1.409 -1.781 3.340 0.244
H -2.004 -0.812 4.925 0.246
H -2.060 -1.607 3.330 0.251
H -2.853 -0.039 3.561 0.255
H -0.352 1.672 5.589 0.248
H -0.866 2.738 4.259 0.253
H 0.865 2.432 4.537 0.253
S -2.031 2.368 1.249 -0.266
As -1.781 2.462 -0.869 0.914
S -0.626 -0.878 -0.185 0.139
S 0.332 2.721 -1.080 -0.287
S -3.024 1.810 -2.322 -0.384
```

Results
Molecular weight in g mol⁻¹: 706.94
Spin multiplicity: 1
Orbital gap in eV: 7.00
Net charge: +1
HOMO level in eV: -11.4



A 2-piece molecular cluster, C12H20BrFN4O3PS overall in a non-equilibrium geometry. Source: the OMol25 dataset; level of theory: ωB97M-V/def2-TZVPD.

```
43
Properties=species:S:1:pos:R:3:nbo_charge:R:1
C 0.160 -3.174 0.116 -0.070
C -0.129 -2.089 -0.323 -0.125
C -0.552 -0.696 -0.331 0.156
C -1.873 -0.271 -0.326 0.155
C -3.043 -1.251 -0.319 -0.284
Br -3.377 -1.826 -2.174 0.068
C -4.323 -0.782 0.459 -0.439
C -5.496 -0.313 -0.464 -0.650
N -1.825 1.125 -0.370 -0.585
P -3.203 2.247 -0.436 1.459
N -3.763 2.351 -1.884 -1.249
C -0.517 1.466 -0.398 0.161
S 0.198 3.136 -0.501 2.369
O 1.314 3.143 -1.365 -0.827
O 0.518 3.492 0.838 -0.853
F -0.879 4.119 -1.125 -0.434
N 0.288 0.407 -0.374 -0.276
C 1.771 0.316 -0.432 -0.060
N 2.181 0.456 -1.825 -0.824
H 0.547 -4.113 0.497 0.270
H -2.677 -2.154 0.204 0.267
H -4.078 -0.054 1.255 0.210
H -4.708 -1.678 0.989 0.241
H -5.146 0.343 -1.280 0.235
H -5.929 -1.207 -0.956 0.237
H -6.322 0.140 0.113 0.234
H -4.261 1.842 0.412 -0.010
H -2.723 3.482 0.065 -0.023
H -3.271 1.743 -2.537 0.396
H 2.042 -0.705 -0.105 0.236
H 2.218 1.116 0.179 0.238
H 1.894 -0.358 -2.364 0.368
H 3.196 0.513 -1.884 0.404
C 5.388 0.202 1.723 -0.726
C 4.969 -1.097 1.083 0.611
O 4.562 -1.136 -0.060 -0.584
C 5.077 -2.344 1.920 -0.725
H 5.260 1.015 1.009 0.231
H 4.769 0.402 2.600 0.233
H 6.439 0.153 2.012 0.248
H 4.445 -2.255 2.805 0.233
H 6.114 -2.505 2.217 0.246
H 4.744 -3.201 1.336 0.235
```

Results
Molecular weight in g mol⁻¹: 430.26
Spin multiplicity: 1
Orbital gap in eV: 8.20
Net charge: +1
HOMO level in eV: -12.4



A 9-piece molecular cluster, C12H20Cl24N3O overall in a non-equilibrium geometry. Source: the OMol25 dataset; level of theory: ωB97M-V/def2-TZVPD.

```
60
Properties=species:S:1:pos:R:3:nbo_charge:R:1
N 5.938 -0.526 2.402 -0.748
C 5.644 0.534 1.638 0.690
N 6.536 1.520 1.442 -0.810
N 4.490 0.568 0.967 -0.529
C 3.613 1.755 1.082 -0.246
C 2.790 1.765 2.389 -0.459
C 1.371 2.287 2.142 -0.065
O 0.646 1.526 1.179 -0.729
H 5.235 -0.802 3.077 0.416
H 6.887 -0.537 2.772 0.425
H 7.030 1.974 2.192 0.430
H 6.752 1.803 0.497 0.435
H 3.974 -0.288 1.158 0.399
H 4.224 2.664 1.027 0.225
H 2.950 1.783 0.211 0.239
H 2.730 0.752 2.814 0.199
H 3.263 2.422 3.131 0.232
H 1.407 3.321 1.774 0.187
H 0.813 2.299 3.087 0.197
H 0.981 0.624 1.137 0.467
C 0.996 1.085 -2.032 -0.296
Cl 0.811 2.058 -3.482 0.043
Cl -0.193 -0.208 -1.957 0.033
Cl 2.647 0.422 -1.936 -0.020
H 0.849 1.723 -1.168 0.245
C -0.659 -0.190 4.785 -0.280
Cl -1.515 -0.660 3.332 0.054
Cl 1.090 -0.409 4.550 -0.031
Cl -0.991 1.482 5.241 0.035
H -0.977 -0.836 5.592 0.240
C 10.078 -2.125 2.301 -0.281
Cl 11.391 -1.385 1.411 0.061
Cl 9.177 -0.887 3.217 -0.035
Cl 8.986 -3.006 1.239 0.036
H 10.490 -2.817 3.023 0.242
C -2.287 2.464 -5.985 -0.289
Cl -3.306 3.166 -4.727 0.019
Cl -3.232 2.052 -7.411 0.034
Cl -0.966 3.560 -6.399 0.014
H -1.853 1.554 -5.593 0.225
C -3.147 2.600 0.872 -0.288
Cl -4.421 1.426 0.554 0.026
Cl -3.732 4.253 0.700 0.024
Cl -2.468 2.317 2.480 0.003
H -2.356 2.446 0.150 0.223
C -6.320 -2.287 0.291 -0.287
Cl -6.807 -2.983 1.833 0.026
Cl -6.927 -0.635 0.130 0.013
Cl -4.564 -2.336 0.101 0.006
H -6.763 -2.877 -0.499 0.241
C -9.150 -1.995 -2.970 -0.286
Cl -8.777 -2.637 -4.566 0.035
Cl -10.802 -1.398 -2.880 0.037
Cl -8.869 -3.225 -1.725 -0.001
H -8.478 -1.170 -2.776 0.231
C -4.786 -4.871 -4.302 -0.287
Cl -3.818 -3.412 -4.522 0.010
Cl -6.276 -4.502 -3.433 0.017
Cl -5.136 -5.636 -5.849 0.028
H -4.209 -5.566 -3.706 0.227
```

Results
Molecular weight in g mol⁻¹: 1073.18
Spin multiplicity: 1
Orbital gap in eV: 8.88
Net charge: +1
HOMO level in eV: -12.2



A 2-piece molecular cluster, C12H20Cl4N4O2Si overall in a non-equilibrium geometry. Source: the OMol25 dataset; level of theory: ωB97M-V/def2-TZVPD.

```
43
Properties=species:S:1:pos:R:3:nbo_charge:R:1
C 3.995 -1.462 0.138 -0.626
C 3.257 -0.208 -0.360 -0.070
O 3.211 0.816 0.633 -0.552
C 3.893 1.952 0.289 0.815
O 5.032 1.901 0.061 -0.548
C 3.125 3.247 0.182 -0.516
C 1.806 3.004 -0.583 -0.386
C 0.550 2.878 0.319 -0.446
C -0.185 1.593 0.049 0.336
N -0.557 0.904 1.114 -0.188
N -1.163 -0.247 0.878 -0.186
C -1.324 -0.571 -0.401 -0.053
Si -2.144 -2.275 -0.746 1.557
C -3.264 -2.836 0.653 -1.111
C -0.697 -3.516 -0.842 -1.085
C -2.972 -2.295 -2.441 -1.099
N -0.983 0.145 -1.465 -0.188
N -0.376 1.297 -1.222 -0.201
H 3.837 -1.596 1.207 0.220
H 3.613 -2.311 -0.428 0.208
H 5.065 -1.351 -0.032 0.215
H 3.766 0.102 -1.273 0.188
H 2.244 -0.521 -0.620 0.172
H 3.004 3.743 1.145 0.234
H 3.748 3.887 -0.438 0.239
H 1.955 2.126 -1.210 0.217
H 1.623 3.817 -1.285 0.218
H 0.868 2.908 1.358 0.231
H -0.104 3.732 0.143 0.232
H -3.331 -3.927 0.578 0.239
H -4.287 -2.463 0.611 0.243
H -2.793 -2.635 1.616 0.255
H 0.143 -3.005 -1.315 0.233
H -0.482 -3.851 0.173 0.237
H -1.005 -4.353 -1.470 0.236
H -3.218 -3.338 -2.656 0.236
H -2.277 -1.964 -3.213 0.251
H -3.878 -1.689 -2.468 0.238
C -3.939 1.673 2.666 -0.222
Cl -4.081 0.940 1.062 0.047
Cl -2.889 3.093 2.572 0.055
Cl -5.541 2.160 3.233 0.057
Cl -3.245 0.499 3.788 0.068
```

Results
Molecular weight in g mol⁻¹: 422.22
Spin multiplicity: 1
Orbital gap in eV: 8.78
HOMO level in eV: -9.6